{
  "formula": "C4H8Ag3BBr4F4",
  "method": "wB97M-V/def2-TZVPD",
  "total_charge": 2,
  "symbols": ["Ag", "Ag", "Ag", "Br", "Br", "Br", "Br", "F", "F", "F", "F", "C", "C", "C", "C", "B", "H", "H", "H", "H", "H", "H", "H", "H"],
  "xyz": [[-0.2377, 2.3442, -4.2810], [3.0750, 1.6969, -3.0607], [1.0202, 3.7903, -0.9653], [2.0240, -0.2983, 4.0205], [4.7825, -1.3056, 1.9305], [-3.4392, -3.2045, -0.4092], [-3.6430, 1.3816, 0.4744], [1.7208, 1.6199, -0.8697], [-0.4527, 2.0246, -1.3408], [0.2425, -0.1164, -0.8426], [0.8241, 0.7260, -2.8536], [1.9284, -0.9787, 2.1695], [-4.0072, -1.4155, 0.1595], [3.0805, -0.5125, 1.3108], [-2.9137, -0.3744, 0.0531], [0.5872, 1.0328, -1.4703], [-4.7874, -1.1357, -0.5416], [-2.4761, -0.4156, -0.9447], [3.2359, 0.5627, 1.2992], [-4.3888, -1.4119, 1.1770], [0.9876, -0.6185, 1.7574], [3.0219, -0.8761, 0.2866], [1.8851, -2.0617, 2.2093], [-2.0698, -0.4535, 0.7318]],
  "lowdin_charge": [0.96, 0.95, 0.95, 0.62, 0.62, 0.63, 0.64, 0.05, 0.03, 0.23, 0.03, -0.68, -0.70, -0.71, -0.72, -1.26, 0.05, 0.04, 0.03, 0.06, 0.04, 0.03, 0.06, 0.04]
}


{
  "formula": "C28H34IrN7O2S2",
  "method": "wB97M-V/def2-TZVPD",
  "total_charge": 2,
  "symbols": ["Ir", "S", "S", "O", "O", "N", "N", "N", "N", "N", "N", "N", "C", "C", "C", "C", "C", "C", "C", "C", "C", "C", "C", "C", "C", "C", "C", "C", "C", "C", "C", "C", "C", "C", "C", "C", "C", "C", "C", "C", "H", "H", "H", "H", "H", "H", "H", "H", "H", "H", "H", "H", "H", "H", "H", "H", "H", "H", "H", "H", "H", "H", "H", "H", "H", "H", "H", "H", "H", "H", "H", "H", "H", "H"],
  "xyz": [[-1.3492, -0.0072, 0.2821], [0.6968, -0.7207, 1.5590], [-0.5868, -3.2142, 0.2041], [0.2271, -1.2792, 2.8871], [-1.4927, -4.2698, -0.2878], [2.3407, 1.3341, 1.1137], [-1.1020, 0.5233, -1.7264], [-2.2844, -0.3383, 2.2355], [-1.6300, 1.9913, 1.2277], [-0.7454, -1.7784, -0.6471], [-3.3961, 0.4470, -0.1640], [2.1662, 0.5035, 3.3272], [-1.8662, 0.6483, 3.2735], [-1.0101, -1.4731, -4.8397], [2.6094, -5.5243, -0.5679], [-1.4855, 1.9940, -3.5778], [-1.0128, -0.5273, -2.6046], [1.9956, -2.8331, -0.8990], [1.0529, -3.7101, -0.3743], [4.4851, 3.9831, -0.2485], [-3.7670, 1.8667, 0.0076], [3.2459, -3.3101, -1.2598], [-1.1398, -0.3469, -4.0006], [1.3534, -5.0550, -0.2070], [-0.8378, -1.8013, -2.0374], [-3.7689, -0.4452, 2.0997], [5.3592, 4.2453, 0.7975], [-3.0255, 2.4994, 1.1638], [5.2443, 3.5340, 1.9800], [3.3886, 2.3126, 1.0866], [-1.3951, 0.9561, -4.4680], [4.2627, 2.5637, 2.1347], [1.8561, 0.5490, 2.0551], [-0.7704, -2.6978, -4.2787], [-1.1773, 1.8509, 2.6288], [-4.1740, -0.5283, 0.6475], [3.5026, 3.0204, -0.1047], [-1.3273, 1.7339, -2.2142], [3.5553, -4.6539, -1.0873], [-0.6925, -2.8800, -2.8815], [-1.3290, 2.5497, -1.5049], [2.8889, 1.0521, 3.7590], [-1.1169, -1.3540, -5.9092], [3.9787, -2.6374, -1.6866], [4.2414, 2.0193, 3.0647], [2.8451, -6.5728, -0.4464], [-1.0148, 2.6507, 0.7620], [5.9269, 3.7239, 2.7966], [-3.5192, 2.3802, -0.9159], [-3.5723, 0.2089, -1.1383], [0.6064, -5.7299, 0.1902], [-3.5056, 2.2893, 2.1161], [-0.6562, -3.5651, -4.9147], [-3.0427, 3.5836, 1.0428], [-1.3549, 2.7641, 3.2022], [2.8254, 2.8120, -0.9265], [-4.8463, 1.9675, 0.1438], [4.5697, 4.5250, -1.1802], [-1.1819, 0.1732, 3.9669], [-4.2318, 0.4094, 2.5873], [1.7385, -1.7943, -1.0643], [-5.2480, -0.3556, 0.5407], [-4.1300, -1.3329, 2.6192], [-2.7441, 0.9490, 3.8445], [-1.5215, 1.1250, -5.5302], [4.5325, -5.0232, -1.3681], [1.9048, 1.1959, 0.2092], [-1.6650, 3.0081, -3.9047], [-1.8993, -1.2499, 2.4885], [-3.9465, -1.5184, 0.2517], [6.1312, 4.9936, 0.6872], [-0.5558, -3.8716, -2.4788], [-0.1107, 1.6902, 2.5999], [1.6982, -0.2282, 3.8616]],
  "lowdin_charge": [1.23, 0.84, 0.87, -0.59, -0.46, 0.10, -0.07, -0.14, -0.15, -0.44, -0.15, 0.20, -0.15, -0.02, -0.05, -0.03, -0.16, -0.11, -0.37, -0.05, -0.14, -0.07, -0.14, -0.07, -0.30, -0.14, -0.05, -0.14, -0.05, -0.21, 0.03, -0.02, -0.53, -0.02, -0.17, -0.15, -0.03, -0.14, -0.06, 0.02, 0.10, 0.11, 0.13, 0.11, 0.09, 0.12, 0.12, 0.12, 0.11, 0.14, 0.12, 0.11, 0.12, 0.15, 0.14, 0.11, 0.15, 0.12, 0.12, 0.11, 0.09, 0.14, 0.15, 0.13, 0.14, 0.11, 0.13, 0.12, 0.10, 0.13, 0.12, 0.11, 0.07, 0.12]
}


{
  "formula": "C3H8BrO7SV2",
  "method": "wB97M-V/def2-TZVPD",
  "total_charge": 1,
  "symbols": ["Br", "V", "V", "S", "O", "O", "O", "O", "O", "O", "O", "C", "C", "C", "H", "H", "H", "H", "H", "H", "H", "H"],
  "xyz": [[2.6473, 1.8519, -1.7688], [0.4581, 3.3690, -1.2103], [4.7053, -0.0561, -2.0586], [-1.2127, 0.2369, -0.2274], [0.8580, 3.9847, 0.2197], [-2.4199, 0.0380, -0.9577], [0.7685, 4.4220, -2.3725], [5.9291, 0.7568, -1.5638], [4.7797, -0.1078, -3.6749], [-0.7313, 1.5949, -0.1059], [-1.2256, -0.3896, 1.1978], [-2.1994, -1.4708, 1.4944], [-2.0538, -1.6585, 2.9997], [0.0603, -0.8552, -0.9985], [0.4420, -0.3029, -1.8554], [-2.8741, -2.2568, 3.4107], [-1.8145, -2.3499, 0.9831], [-1.1735, -2.2250, 3.2958], [-3.2068, -1.1505, 1.2558], [0.8883, -0.9726, -0.3049], [-2.1481, -0.7004, 3.5054], [-0.4769, -1.7584, -1.2637]],
  "lowdin_charge": [0.23, 0.84, 0.94, 0.60, -0.27, -0.24, -0.30, -0.24, -0.28, -0.35, -0.26, -0.18, -0.06, -0.10, 0.03, 0.09, 0.12, 0.08, 0.13, 0.06, 0.09, 0.07]
}


{
  "formula": "C4H8S2",
  "method": "wB97M-V/def2-TZVPD",
  "smiles": "C=C(CS)CS",
  "symbols": ["S", "S", "C", "C", "C", "C", "H", "H", "H", "H", "H", "H", "H", "H"],
  "xyz": [[-1.2532, -0.2488, 2.1365], [-0.4732, 2.1505, -0.1782], [0.5899, 0.7029, -0.8436], [-0.6563, -1.3636, -0.9259], [0.2335, -0.7710, 1.2380], [0.0654, -0.5994, -0.1768], [-0.7791, -1.2260, -2.0096], [-1.1615, 1.1478, 1.7949], [1.6702, 0.9349, -0.4401], [-0.8742, -2.4197, -0.5207], [1.1240, -0.1105, 1.4800], [0.1621, 3.1963, -1.1625], [0.8507, 0.4616, -1.9376], [0.5017, -1.8551, 1.5456]],
  "lowdin_charge": [0.67, 0.59, -0.49, 0.01, -0.58, -0.59, 0.08, -0.17, 0.09, 0.11, 0.09, -0.03, 0.10, 0.12]
}


Number 1: energy -11317.9297 Eh. Number 2: energy -2521.3632 Eh. Number 3: energy -5505.6695 Eh. Number 4: energy -953.4861 Eh.